{
  "formula": "C34H55As3FeN2O2S3",
  "method": "the ωB97M-V functional and the def2-TZVPD basis",
  "species": ["Fe", "C", "C", "S", "C", "C", "S", "C", "C", "S", "H", "H", "H", "H", "H", "H", "H", "H", "H", "H", "H", "H", "C", "O", "C", "O", "N", "N", "H", "H", "H", "H", "H", "H", "C", "As", "C", "C", "C", "C", "C", "As", "C", "C", "C", "As", "C", "C", "H", "H", "H", "H", "H", "H", "H", "H", "H", "H", "H", "H", "H", "H", "H", "H", "H", "H", "H", "H", "H", "H", "H", "H", "H", "H", "H", "C", "C", "C", "C", "C", "C", "C", "C", "C", "C", "C", "C", "C", "C", "C", "H", "H", "H", "H", "H", "H", "H", "H", "H", "H"],
  "coordinates": [[-0.2567, 0.5437, 0.0244], [-0.9555, 4.6222, 1.7034], [0.5258, 4.5141, 2.0784], [1.2331, 2.8455, 1.8363], [2.2084, 3.0252, 0.3146], [1.4430, 3.5068, -0.9013], [0.1136, 2.3367, -1.3923], [-1.1754, 3.4834, -1.9837], [-2.0604, 4.0617, -0.8913], [-1.2910, 5.4014, 0.0824], [-1.4823, 5.2347, 2.4344], [-1.4082, 3.6325, 1.6934], [0.6365, 4.7108, 3.1445], [1.1364, 5.2306, 1.5286], [2.5887, 2.0133, 0.1580], [3.0433, 3.6993, 0.5119], [2.1307, 3.5848, -1.7462], [0.9790, 4.4749, -0.7332], [-1.7836, 2.8668, -2.6489], [-0.6908, 4.2645, -2.5683], [-2.3665, 3.2819, -0.1939], [-2.9515, 4.5000, -1.3435], [3.9813, -2.0646, 2.5548], [3.3897, -1.0203, 1.7877], [2.1320, -1.1448, 1.3479], [1.7362, -0.3050, 0.5504], [1.4604, -2.2361, 1.8016], [0.1531, -2.4697, 1.3530], [5.0406, -1.8309, 2.5976], [3.8370, -3.0339, 2.0757], [3.5816, -2.0854, 3.5718], [1.6983, -2.5723, 2.7230], [-0.4874, -1.7852, 1.7659], [-0.1177, -3.3994, 1.6422], [2.0700, -3.2679, -4.2476], [1.3403, -1.9647, -2.9363], [2.8012, -0.6854, -3.2332], [0.0935, -1.0338, -4.1753], [-1.3842, -1.4635, -4.1967], [-1.4730, -2.9801, -3.9642], [-2.2898, -0.7380, -3.1753], [-1.9579, -0.6575, -1.2104], [-3.5783, 0.4196, -0.9091], [-2.8241, -2.3294, -0.6558], [-1.9709, -1.1919, -5.5990], [-2.0081, 0.5200, -6.6225], [-0.1788, 1.2391, -6.4734], [-2.8485, 1.8161, -5.3958], [1.4741, -4.1793, -4.2883], [3.0770, -3.5354, -3.9239], [2.1318, -2.8359, -5.2479], [2.9469, -0.4993, -4.2987], [3.7239, -1.0800, -2.8086], [2.5674, 0.2475, -2.7277], [0.5054, -1.1916, -5.1756], [0.1753, 0.0315, -3.9467], [-1.0329, -3.2391, -2.9986], [-0.9308, -3.5155, -4.7467], [-2.5116, -3.3178, -3.9739], [-3.2976, -1.1501, -3.2932], [-2.3366, 0.3178, -3.4514], [-4.4306, -0.0094, -1.4381], [-3.4407, 1.4488, -1.2434], [-3.7902, 0.4329, 0.1602], [-3.6822, -2.5322, -1.2965], [-3.1758, -2.1937, 0.3686], [-2.1447, -3.1795, -0.6844], [-3.0261, -1.4903, -5.5891], [-1.4855, -1.8724, -6.3079], [0.5534, 0.5184, -6.8346], [0.0730, 1.5257, -5.4533], [-0.1148, 2.1249, -7.1065], [-3.8033, 1.4408, -5.0291], [-3.0358, 2.7301, -5.9601], [-2.2063, 2.0665, -4.5526], [-1.3476, 0.4472, 1.7631], [-1.8932, 0.3216, 2.8639], [-2.5454, 0.2762, 4.1023], [-3.1368, 1.5127, 4.5999], [-3.3590, 1.7556, 5.9669], [-3.9308, 2.9391, 6.3983], [-4.2719, 3.9332, 5.4919], [-4.0167, 3.7327, 4.1408], [-3.4590, 2.5474, 3.7034], [-2.6031, -0.9863, 4.8193], [-1.6231, -1.9680, 4.5925], [-1.6417, -3.1770, 5.2611], [-2.6480, -3.4584, 6.1762], [-3.6469, -2.5174, 6.3901], [-3.6353, -1.3087, 5.7185], [-3.0442, 1.0227, 6.6962], [-4.1043, 3.0910, 7.4566], [-4.7185, 4.8574, 5.8354], [-4.2627, 4.5080, 3.4248], [-3.2709, 2.3804, 2.6511], [-0.8275, -1.7386, 3.8934], [-0.8639, -3.9091, 5.0778], [-2.6597, -4.3995, 6.7102], [-4.4485, -2.7321, 7.0860], [-4.4508, -0.6148, 5.8651]],
  "forces_ev_per_a": [[-0.23, 0.03, 0.40], [0.00, 0.12, -0.22], [0.03, -0.38, -0.10], [0.07, 0.09, -0.13], [-0.26, 0.00, 0.31], [-0.08, -0.16, -0.22], [0.60, 0.27, -0.19], [0.00, -0.41, 0.36], [0.18, 0.24, 0.11], [-0.12, -0.13, 0.10], [0.02, -0.04, 0.05], [-0.06, -0.03, 0.09], [0.04, 0.07, -0.02], [0.01, 0.08, 0.09], [0.13, 0.07, -0.03], [0.07, -0.04, -0.11], [-0.03, 0.05, -0.01], [0.05, 0.03, 0.04], [0.00, 0.09, -0.05], [-0.01, -0.03, -0.07], [-0.07, -0.03, -0.04], [-0.03, -0.07, -0.01], [0.10, -0.01, 0.00], [0.14, -0.01, 0.20], [-0.04, 0.19, -0.57], [-0.29, -0.42, 0.23], [0.02, 0.20, 0.04], [-0.40, 0.37, -0.07], [-0.01, -0.01, 0.04], [0.03, 0.03, -0.01], [0.01, 0.02, 0.01], [0.04, 0.10, 0.02], [0.01, -0.05, -0.05], [0.06, -0.05, -0.10], [-0.08, -0.02, 0.17], [0.13, -0.02, -0.27], [-0.01, 0.00, 0.08], [-0.13, 0.05, 0.13], [-0.06, -0.04, 0.26], [-0.05, 0.17, -0.05], [0.34, -0.02, -0.10], [-0.56, -0.29, -0.72], [0.03, 0.08, 0.10], [0.16, -0.06, 0.13], [-0.06, 0.00, -0.07], [0.04, -0.02, 0.12], [0.00, 0.04, 0.03], [0.03, 0.01, -0.03], [-0.03, 0.04, 0.02], [-0.02, -0.02, 0.01], [-0.03, 0.06, 0.03], [-0.03, 0.00, 0.01], [0.00, -0.03, 0.00], [-0.04, 0.14, 0.04], [0.08, 0.08, 0.04], [0.02, -0.03, 0.03], [-0.07, -0.09, 0.02], [0.01, -0.05, 0.03], [0.00, -0.02, -0.01], [-0.04, 0.10, 0.06], [-0.03, -0.05, 0.04], [0.05, -0.05, -0.04], [0.06, -0.03, -0.03], [0.07, 0.01, 0.01], [0.00, 0.04, -0.03], [0.06, 0.01, 0.00], [0.07, 0.05, -0.02], [0.01, 0.02, -0.07], [0.01, 0.03, -0.02], [-0.03, -0.02, 0.00], [0.00, -0.03, -0.02], [-0.07, -0.02, -0.03], [0.01, -0.03, -0.01], [-0.01, -0.02, -0.04], [0.01, -0.04, -0.03], [0.35, -0.12, 0.04], [-0.19, -0.03, 0.13], [0.12, 0.14, -0.34], [-0.13, 0.21, 0.13], [0.06, -0.08, -0.15], [-0.01, 0.06, 0.06], [0.01, 0.02, 0.01], [-0.03, 0.07, 0.01], [0.00, -0.19, 0.02], [-0.02, -0.26, 0.20], [0.04, 0.13, 0.01], [-0.01, -0.05, 0.01], [-0.04, 0.00, 0.02], [0.00, -0.09, 0.04], [0.09, 0.09, -0.11], [-0.06, -0.05, 0.02], [0.03, 0.01, 0.00], [0.00, 0.00, 0.00], [0.00, -0.02, -0.01], [-0.01, 0.02, -0.04], [-0.01, 0.00, 0.06], [0.02, 0.01, -0.01], [0.00, -0.01, -0.01], [-0.02, -0.01, -0.03], [0.01, 0.05, 0.03]],
  "lumo_ev": [0.38, -0.30],
  "orbital_gap_ev": [6.33, 5.93],
  "spin_multiplicity": 5,
  "total_charge": 0
}



{
  "formula": "C3H3BrClF",
  "method": "the ωB97M-V functional and the def2-TZVPD basis",
  "species": ["C", "C", "C", "F", "Cl", "Br", "H", "H", "H"],
  "coordinates": [[0.4912, -0.3051, 0.5637], [0.8834, -0.0218, -0.8306], [-0.9945, 0.0912, 0.6471], [1.1563, 1.2508, -1.1302], [-1.4117, 1.7401, 0.4763], [-2.2328, -1.1272, -0.1154], [0.5781, -1.3658, 0.7932], [1.0673, 0.2953, 1.2678], [0.4626, -0.5575, -1.6719]],
  "forces_ev_per_a": [[-0.72, 0.35, 0.18], [-0.20, -0.16, -0.07], [0.62, -0.33, -0.44], [0.11, 0.16, 0.05], [0.05, -0.01, 0.12], [0.06, 0.07, 0.13], [0.05, 0.06, 0.01], [0.01, -0.06, 0.01], [0.02, -0.06, 0.01]],
  "e_above_lowest_kj_mol": 140.0,
  "lumo_ev": [0.23, -0.37],
  "orbital_gap_ev": [8.57, 8.06],
  "total_charge": 0
}



Number 1: E -292630.228 eV, strongest force on any atom 0.0187 Eh/bohr. Number 2: E -88438.751 eV, strongest force on any atom 0.0161 Eh/bohr.